Below is C47H46MnN4OP2S as an isolated structure, with properties calculated with ωB97M-V with the def2-TZVPD basis set.

As for the spin multiplicity: 2. The calculation puts the energy relative to the best compared isomer or geometry (same formula, charge and spin) at 0.000 eV. The maximum force is 0.3 eV/A. The charge is +2. The total energy is -4344.20920 hartree. The orbital gap (alpha / beta) is 7.681 / 7.721 eV.

```
102
Properties=species:S:1:pos:R:3:forces:R:3
Mn 0.25272 0.10300 -0.62271 -0.22 -0.11 -0.14
C 1.02189 0.50036 2.24588 0.00 -0.10 -0.05
C 0.07478 -0.65656 2.54766 0.01 0.00 0.02
N -0.26062 -1.40539 1.31855 0.09 0.06 -0.05
C -1.66080 -1.78997 1.21517 -0.07 0.01 -0.08
C -2.46442 -0.62063 0.70284 0.09 -0.10 0.01
C -3.75596 -0.35224 1.13057 -0.03 -0.04 -0.04
C -4.43404 0.72903 0.59516 0.02 0.00 -0.02
C -3.79716 1.51992 -0.35214 -0.02 -0.04 -0.03
C -2.50989 1.19164 -0.72989 0.00 0.02 0.00
C -1.72561 1.95422 -1.75630 0.06 -0.05 -0.06
N -0.32349 2.00432 -1.30697 -0.05 0.09 -0.03
C -0.09791 3.05473 -0.27240 0.00 0.05 0.05
C 0.90037 2.55920 0.76237 0.01 -0.05 -0.11
N 0.41781 1.21708 1.11441 0.03 0.19 0.03
N -1.85221 0.14009 -0.21202 0.04 0.15 0.16
H 1.99864 0.12568 1.95247 0.02 0.02 0.02
H 1.12881 1.14863 3.11976 -0.02 -0.02 0.03
H -0.85367 -0.24777 2.95955 0.00 0.00 0.00
H 0.49425 -1.30595 3.31780 0.01 -0.01 -0.01
H 0.32720 -2.22410 1.24091 -0.01 0.05 -0.03
H -2.08962 -2.16443 2.14977 0.00 0.02 0.02
H -1.73319 -2.59433 0.47723 -0.01 0.01 0.05
H -4.21364 -0.98326 1.88038 0.00 0.00 0.00
H -5.43857 0.96357 0.92083 0.00 0.00 0.00
H -4.28677 2.37967 -0.78888 -0.01 0.00 0.01
H -2.15073 2.94483 -1.93187 0.02 0.03 0.03
H -1.74638 1.40653 -2.70544 -0.03 0.01 0.04
H 0.24738 2.24639 -2.11067 0.01 0.02 0.01
H -1.05347 3.24708 0.22300 0.00 0.01 0.01
H 0.21962 3.99103 -0.73247 0.02 -0.01 -0.02
H 0.94328 3.23155 1.62327 -0.05 0.03 0.00
H 1.90038 2.48722 0.33502 -0.03 0.02 0.03
H -0.55974 1.34854 1.37438 0.00 -0.01 0.01
O 2.15803 -1.17186 0.09072 -0.03 0.17 0.17
S 2.72705 -2.43221 -0.50126 0.02 -0.25 -0.16
C 2.89492 -2.15039 -2.25452 0.01 0.12 -0.01
C 2.90759 -3.45522 -2.93622 -0.04 -0.11 -0.09
C 2.21702 -3.74036 -4.03705 0.04 0.03 0.07
C 1.55806 -2.70897 -4.89307 -0.03 0.01 0.02
C 2.23016 -0.78439 -4.17234 0.00 0.02 0.00
C 2.71146 -0.92701 -2.76997 0.01 -0.13 -0.01
P 2.49941 0.58998 -1.73409 0.11 0.04 0.08
C 4.14445 0.69493 -0.94870 0.04 -0.07 -0.09
C 5.26515 0.39808 -1.72925 -0.02 0.00 0.00
C 6.54119 0.49907 -1.20100 0.02 0.01 0.04
C 6.71644 0.90145 0.11716 -0.03 0.00 -0.01
C 5.61066 1.19889 0.89949 0.02 0.00 0.01
C 4.33251 1.09330 0.36916 -0.07 0.05 0.07
C 2.55945 2.01005 -2.90547 -0.05 0.03 0.02
C 1.49756 2.23829 -3.79566 -0.02 -0.01 0.01
C 1.45614 3.36854 -4.59545 0.00 -0.02 0.02
C 2.46803 4.31613 -4.50653 0.01 -0.01 0.01
C 3.51225 4.11741 -3.61863 0.01 0.02 -0.02
C 3.56128 2.97649 -2.82544 -0.01 0.00 0.01
C 1.30434 -3.50245 -0.69340 0.07 0.02 0.04
C 1.36926 -4.61839 0.12234 0.03 -0.03 0.04
C 0.32293 -5.53298 0.16083 0.01 -0.01 0.01
C -0.77609 -5.29356 -0.63269 0.01 0.02 -0.04
C -0.83075 -4.16537 -1.45453 -0.02 -0.06 0.04
C 0.20128 -3.23224 -1.53264 -0.03 0.01 -0.02
P -0.10238 -1.64077 -2.51313 0.02 -0.08 0.06
C -1.73887 -2.08662 -3.20993 -0.03 0.01 -0.07
C -1.79706 -3.08991 -4.18601 0.04 0.06 -0.04
C -2.99542 -3.43152 -4.78309 0.01 0.00 -0.01
C -4.16568 -2.77253 -4.42019 -0.02 0.02 0.01
C -4.12406 -1.78197 -3.45495 -0.03 -0.02 -0.01
C -2.91611 -1.44360 -2.85227 0.04 -0.05 0.01
C 0.82429 -1.50112 -4.19436 0.00 0.01 -0.08
C -0.07523 -0.76062 -5.16507 -0.02 0.00 -0.02
C 0.24001 -0.35437 -6.40096 -0.08 -0.03 0.08
C 1.49596 -0.52055 -7.12690 0.09 -0.02 -0.01
C 2.59231 -1.11277 -6.65406 -0.04 0.03 -0.04
C 2.71102 -1.72730 -5.29717 0.02 -0.01 0.02
H 3.43680 -4.25165 -2.42159 -0.01 -0.01 -0.02
H 2.24714 -4.75352 -4.42121 0.00 0.00 -0.01
H 0.99626 -3.14867 -5.71427 0.01 0.00 0.00
H 2.21826 0.24413 -4.50007 0.02 -0.02 0.02
H 5.14325 0.09423 -2.76268 0.00 0.00 0.01
H 7.39855 0.26703 -1.81856 0.00 0.00 0.00
H 7.71199 0.98273 0.53213 0.00 0.00 0.00
H 5.74054 1.51260 1.92669 0.01 0.00 0.00
H 3.48630 1.32361 1.00276 0.03 -0.04 -0.04
H 0.70036 1.50423 -3.90180 0.03 0.02 0.00
H 0.63767 3.50478 -5.29053 0.00 0.00 0.00
H 2.44101 5.20068 -5.12835 0.00 0.00 0.00
H 4.30518 4.84952 -3.54232 0.00 0.00 0.00
H 4.39263 2.84930 -2.14584 -0.01 -0.01 0.00
H 2.25432 -4.77456 0.72839 -0.01 -0.01 0.00
H 0.38076 -6.40704 0.79453 0.00 0.00 0.00
H -1.61232 -5.98028 -0.63473 0.00 0.00 0.00
H -1.72752 -4.03722 -2.03812 0.02 0.01 0.02
H -0.89347 -3.61586 -4.47350 -0.03 0.00 0.00
H -3.02148 -4.20852 -5.53542 0.01 0.00 0.00
H -5.10321 -3.03555 -4.89141 0.00 0.00 0.00
H -5.03159 -1.26721 -3.16718 0.01 0.00 0.01
H -2.90406 -0.67815 -2.09551 -0.03 0.01 -0.03
H -1.07349 -0.51190 -4.83155 -0.02 -0.01 0.03
H -0.53945 0.17237 -6.93985 0.00 0.01 0.01
H 1.52200 -0.11423 -8.13001 0.00 -0.01 0.00
H 3.47009 -1.16564 -7.28660 -0.01 -0.02 0.00
H 3.70048 -2.15367 -5.15923 0.00 0.01 0.01
```
Forces are in eV/Å.

Here are the Mulliken charges for atoms 1 to 99, given in e:
1. Mn 1.2511
2. C -0.6192
3. C -0.9666
4. N 0.1077
5. C -1.3099
6. C 0.6851
7. C -0.8920
8. C -1.0587
9. C -0.9276
10. C 0.4586
11. C -1.3958
12. N 0.6248
13. C -0.6531
14. C -0.7645
15. N -0.4338
16. N 1.5494
17. H 0.2043
18. H 0.5476
19. H 0.3314
20. H 0.4575
21. H 0.1674
22. H 0.4993
23. H 0.0213
24. H 0.5899
25. H 0.4765
26. H 0.5989
27. H 0.6881
28. H 0.2384
29. H -0.8600
30. H 0.2549
31. H 0.4369
32. H 0.5345
33. H 0.2784
34. H 0.3449
35. O 0.0705
36. S -0.3489
37. C 1.0945
38. C -0.8649
39. C -1.6632
40. C -0.0729
41. C -0.8567
42. C -1.9474
43. P 2.6277
44. C 0.6355
45. C -0.4743
46. C -0.8168
47. C -0.7315
48. C -0.9166
49. C -0.4830
50. C 0.6715
51. C -0.0287
52. C -0.9058
53. C -0.8556
54. C -0.8474
55. C -0.7684
56. C -0.1448
57. C -0.1492
58. C -1.0934
59. C -0.7884
60. C -1.4471
61. C 0.7988
62. P 2.3122
63. C -0.2628
64. C 0.1322
65. C -0.8257
66. C -0.9418
67. C -0.8213
68. C -0.4525
69. C 1.8742
70. C -1.1917
71. C -0.7914
72. C -0.9678
73. C -1.2957
74. C 0.0977
75. H 0.6423
76. H 0.4876
77. H 0.7493
78. H 1.2347
79. H 0.4562
80. H 0.4646
81. H 0.4316
82. H 0.4664
83. H 0.1947
84. H 0.1103
85. H 0.5484
86. H 0.4612
87. H 0.4778
88. H 0.4587
89. H 0.5222
90. H 0.4870
91. H 0.4938
92. H 0.6856
93. H 0.4243
94. H 0.5032
95. H 0.4107
96. H 0.5036
97. H 0.4088
98. H 0.2304
99. H 0.5253